# 1
Computed, not measured: a gas-phase ion, C4H11N2 (charge +1) in a non-equilibrium geometry, with the ωB97M-V functional and the def2-TZVPD basis.

Geometry as XYZ:
```
17
Properties=species:S:1:pos:R:3:forces:R:3
C -1.24980 -0.47055 -0.74668 -0.057 0.421 -0.725
C -0.05920 0.48036 -0.52568 0.540 -0.127 1.051
C 0.81732 0.17239 0.66914 2.018 -0.040 0.731
C 2.09202 -0.22336 0.73972 -1.377 -0.132 -1.462
N 0.19155 0.59700 1.98830 -0.048 0.113 -1.018
N -1.39867 -0.53555 -2.20941 -0.200 -0.710 0.418
H -1.07367 -1.39596 -0.18059 0.070 -0.238 -0.500
H -2.22036 -0.11591 -0.41239 0.137 0.450 0.512
H -0.32558 1.54745 -0.41121 -0.227 -0.306 -0.397
H 0.56137 0.40389 -1.42255 -0.006 0.102 0.237
H 2.51564 -0.58913 -0.18591 0.212 0.197 -0.064
H 2.74313 -0.25782 1.58291 -0.029 -0.032 0.734
H 0.84412 0.82375 2.77212 -0.555 -0.317 -0.845
H -0.45632 -0.16602 2.23388 -0.014 0.674 0.360
H -0.29993 1.43444 1.64324 -0.357 -0.122 1.165
H -0.90681 -1.32812 -2.62311 -0.219 0.259 0.116
H -2.38371 -0.60878 -2.42715 0.112 -0.191 -0.312
```
Forces are in eV/Å.

Computed properties:
Structure (SMILES): C=C([NH3+])CCN
Calculated total energy: -268.2239 hartree
HOMO level: -13.1229 eV
Orbital gap: 9.41 eV
LUMO: -3.71 eV
Charge: +1

Atomic partial charges in e from the natural (NBO) method, atoms 1 to 2:
1. C -0.2346
2. C -0.4752

***

# 2
Computed, not measured: 2 unconnected molecules or ions with the total composition C4H11N2 in a non-equilibrium geometry, with the ωB97M-V functional and the def2-TZVPD basis.

Geometry as XYZ:
```
17
Properties=species:S:1:pos:R:3:forces:R:3
C -1.23918 2.27908 0.33000 1.278 1.619 -0.172
C -1.03898 -1.67181 -0.11458 0.154 1.328 2.057
C 0.12201 -2.05047 -0.60512 2.385 -4.070 -0.684
C 0.55193 0.67091 0.49022 -1.034 1.233 0.924
N -0.17855 1.46497 -0.12803 3.453 -1.024 -0.679
N 1.64785 -0.00159 -0.17051 1.683 0.741 -3.363
H -0.93979 3.33178 0.65625 -0.114 -1.682 -0.189
H -1.75865 1.70953 1.00388 -1.656 -0.647 2.362
H -1.92772 -1.77482 -0.71672 -0.262 0.159 0.179
H -1.81600 2.37687 -0.52892 -1.453 0.667 -1.324
H -1.06885 -1.17401 0.93190 -0.446 -1.115 -1.950
H 0.17029 -2.71510 -1.55928 -0.118 1.557 1.532
H 1.11894 -2.20901 0.03959 -2.650 0.215 -1.211
H 0.64575 0.33422 1.48512 -0.982 0.266 1.785
H 2.25069 -0.66145 0.31986 -0.237 0.470 0.883
H 2.26825 0.75831 -0.55053 -0.630 -1.035 -0.235
H 1.19201 -0.66742 -0.88313 0.629 1.318 0.085
```
Forces are in eV/Å.

Computed properties:
Calculated total energy: -268.1373 hartree
HOMO level: -14.5002 eV
Orbital gap: 10.78 eV
LUMO: -3.72 eV
Charge: +1

Atomic partial charges in e from the natural (NBO) method, atoms 1 to 2:
1. C -0.4413
2. C -0.2882

***

# 3
Computed, not measured: 2 unconnected molecules or ions with the total composition C4H11N2 in a non-equilibrium geometry, with the ωB97M-V functional and the def2-TZVPD basis.

Geometry as XYZ:
```
17
Properties=species:S:1:pos:R:3:forces:R:3
C 0.81055 -1.41221 0.03850 -0.716 -1.237 0.570
C -3.65546 0.48849 -0.36703 -2.173 -0.892 -0.478
C 2.92762 -0.53750 0.05925 3.173 1.844 0.115
C 1.11944 1.00711 0.32279 -0.226 3.064 -0.473
N -2.49596 -0.05130 0.08987 3.197 -3.184 1.643
N 1.51005 -0.40172 0.16438 0.092 0.849 -0.217
H -2.57010 -1.13767 0.16823 -0.254 2.392 0.132
H 1.18478 -2.45617 0.07151 -0.537 0.559 -0.381
H -3.48706 1.42181 -0.80681 -0.054 1.948 0.055
H -3.84367 -0.14095 -1.21922 -1.187 -0.467 -0.796
H -4.53945 0.42811 0.32547 0.642 0.149 -0.558
H 3.26953 0.27421 -0.67612 -0.351 -1.476 0.852
H 3.34661 -0.22009 1.05250 -0.199 -0.484 -0.871
H 3.30259 -1.51765 -0.23420 -0.353 0.070 0.063
H 0.45914 1.29416 -0.54923 0.506 -0.428 1.191
H 0.60495 1.21587 1.29878 0.358 -0.587 -1.043
H 2.05642 1.74548 0.26135 -1.916 -2.124 0.197
```
Forces are in eV/Å.

Computed properties:
Calculated total energy: -268.0355 hartree
HOMO level (alpha / beta): -12.8852 / -12.7408 eV
Orbital gap (alpha / beta): 8.02 / 6.21 eV
LUMO (alpha / beta): -4.86 / -6.53 eV
Charge: +1

Atomic partial charges in e from the natural (NBO) method, atoms 1 to 2:
1. C 0.4491
2. C -0.4861

***

# 4
Computed, not measured: 2 unconnected molecules or ions with the total composition C4H11N2 in a non-equilibrium geometry, with the ωB97M-V functional and the def2-TZVPD basis.

Geometry as XYZ:
```
17
Properties=species:S:1:pos:R:3:forces:R:3
C -2.44281 -1.34432 0.16255 1.676 4.099 -0.547
C -2.31188 1.03706 -0.21773 -2.010 2.081 -1.119
C 1.82778 -0.50497 -0.06544 -0.775 -2.407 0.000
C 3.20167 -0.04141 -0.00181 1.980 -0.159 -1.676
N -1.79293 -0.21306 0.08379 0.631 -3.918 0.845
N 0.79607 0.23359 -0.04901 0.149 0.979 -1.018
H -1.81094 -2.18231 0.30198 -0.050 -1.068 0.216
H -3.49456 -1.33652 0.00421 -0.894 -0.481 0.114
H -2.21190 1.89231 0.44525 1.083 -0.447 0.905
H -1.84157 1.37465 -1.14577 -0.251 -0.009 -0.143
H 1.55701 -1.59399 -0.15521 0.707 0.939 0.439
H 3.95442 -0.60183 -0.65400 -1.489 0.411 0.358
H 3.70566 -0.20364 0.94583 -0.494 0.314 0.587
H 3.22502 0.99367 -0.34842 0.299 0.107 0.491
H -0.27287 -0.19164 -0.08049 0.140 0.977 0.535
H 0.97768 1.25116 -0.18151 -0.490 -0.836 0.598
H -3.39883 1.09424 -0.30698 -0.211 -0.581 -0.585
```
Forces are in eV/Å.

Computed properties:
Calculated total energy: -268.2179 hartree
HOMO level: -14.3833 eV
Orbital gap: 10.52 eV
LUMO: -3.86 eV
Charge: +1

Atomic partial charges in e from the natural (NBO) method, atoms 1 to 2:
1. C 0.0326
2. C -0.4717

***

# 5
Computed, not measured: a gas-phase ion, C4H11N2O (charge -1) in a non-equilibrium geometry, with the ωB97M-V functional and the def2-TZVPD basis.

Geometry as XYZ:
```
18
Properties=species:S:1:pos:R:3:forces:R:3
C 0.14194 2.18094 0.17586 -3.605 -0.068 -2.418
O 0.04701 3.09122 -0.82416 1.330 0.552 0.386
C -0.49154 0.80748 -0.46580 1.188 0.390 2.314
C -0.18526 -0.25081 0.64084 1.621 -1.732 -1.298
C -0.01690 -1.69067 0.03600 -1.865 1.910 -0.841
N 0.05890 -2.89933 0.84780 0.873 0.101 -0.169
N 0.06203 0.64677 -1.81768 0.404 0.255 0.435
H -0.59851 2.41708 0.94836 -0.251 0.074 0.975
H 1.05632 1.97249 0.73555 1.004 -0.122 -0.345
H -1.59315 0.85849 -0.47490 0.363 0.418 -0.451
H 0.81055 -0.07299 1.10047 -0.737 0.505 0.390
H -1.02639 -0.24264 1.32023 0.081 0.097 0.601
H -0.94044 -1.67983 -0.56856 0.450 -0.886 -0.331
H 0.83721 -1.58396 -0.63719 -0.175 -0.567 -0.052
H -0.32644 -2.76006 1.76474 -0.278 0.190 0.350
H 1.04617 -3.08113 0.99066 -0.058 -0.219 0.211
H 0.05217 1.64397 -2.14997 -0.548 -0.380 0.434
H 1.06634 0.64297 -1.62225 0.203 -0.517 -0.190
```
Forces are in eV/Å.

Computed properties:
Structure (SMILES): NCC[C@H](N)C[O-]
Calculated total energy: -343.7093 hartree
HOMO level: -2.4856 eV
Orbital gap: 6.30 eV
LUMO: 3.82 eV
Charge: -1

Atomic partial charges in e from the natural (NBO) method, atoms 1 to 2:
1. C -0.0354
2. O -0.9670

***

# 6
Computed, not measured: a gas-phase ion, C4H11N2O (charge -1) in a non-equilibrium geometry, with the ωB97M-V functional and the def2-TZVPD basis.

Geometry as XYZ:
```
18
Properties=species:S:1:pos:R:3:forces:R:3
N -1.61856 1.97640 -1.49374 0.487 0.218 1.121
C -0.14935 1.62395 -1.55221 -1.028 -0.557 -2.008
C 0.18016 0.17264 -1.18229 -0.721 0.532 1.548
N 0.41399 0.00142 0.26658 -1.197 -0.881 0.224
C 0.75593 -1.37730 0.74778 1.542 1.382 1.385
C 0.45502 -1.60134 2.34757 1.153 0.339 -1.400
O 1.09999 -2.64064 2.85739 -0.543 -0.615 -0.180
H -1.74124 2.77317 -0.86957 -0.078 -0.265 -0.095
H -2.15211 1.21759 -1.07721 0.166 0.020 0.039
H -0.04255 1.68566 -2.64634 0.910 0.016 0.194
H 0.49001 2.36869 -1.09962 0.032 0.075 0.406
H 1.08748 -0.18118 -1.66328 0.081 0.107 -0.275
H -0.68192 -0.38569 -1.59843 0.259 -0.390 0.136
H -0.38501 0.22109 0.86692 -0.185 0.533 -0.710
H 1.83613 -1.33148 0.63742 0.329 -0.975 0.080
H 0.34313 -2.25254 0.26577 -0.433 -0.047 -0.643
H 0.77031 -0.68981 2.88992 -0.246 0.795 -0.292
H -0.66143 -1.58064 2.30336 -0.527 -0.286 0.470
```
Forces are in eV/Å.

Computed properties:
Structure (SMILES): NCCNCC[O-]
Calculated total energy: -343.6994 hartree
HOMO level: -2.3277 eV
Orbital gap: 6.03 eV
LUMO: 3.71 eV
Charge: -1

Atomic partial charges in e from the natural (NBO) method, atoms 1 to 2:
1. N -0.8562
2. C -0.2246

***

# 7
Computed, not measured: 2 unconnected molecules or ions with the total composition C4H11N2O in a non-equilibrium geometry, with the ωB97M-V functional and the def2-TZVPD basis.

Geometry as XYZ:
```
18
Properties=species:S:1:pos:R:3:forces:R:3
C 2.99433 -0.13689 0.15420 -0.287 0.023 -0.043
C -1.70136 0.81415 -0.89590 -0.047 0.104 -0.004
C -1.95896 -0.51427 1.04571 -0.122 -0.084 -0.127
C 1.54232 -0.32216 -0.30707 0.277 -0.105 -0.312
N -1.33192 -0.35757 -0.22688 1.042 -0.157 -0.007
N 0.66852 0.46571 0.55830 -1.407 1.221 -0.228
O 0.55116 1.68966 0.17571 0.867 -1.365 0.458
H 3.07354 -0.36672 1.21791 0.057 -0.028 0.033
H 3.67458 -0.78528 -0.40418 0.004 -0.007 0.009
H 3.29260 0.90037 0.00822 0.061 0.062 0.000
H -1.70879 0.65402 -1.97911 -0.076 0.136 -0.122
H -2.67075 1.25559 -0.58855 0.057 -0.080 -0.025
H -0.91119 1.60852 -0.68228 -0.303 -0.001 -0.153
H -1.46447 -1.32866 1.58242 -0.077 0.012 0.157
H -1.92059 0.38623 1.67777 0.020 0.115 0.148
H -3.03211 -0.78605 0.92912 0.121 0.038 0.126
H 1.45743 -0.02808 -1.36383 -0.155 0.024 0.139
H 1.23980 -1.36713 -0.19883 -0.032 0.094 -0.049
```
Forces are in eV/Å.

Computed properties:
Calculated total energy: -343.6320 hartree
HOMO level (alpha / beta): -2.1235 / -2.2431 eV
Orbital gap (alpha / beta): 6.41 / 6.52 eV
LUMO (alpha / beta): 4.28 / 4.28 eV
Charge: -1

Atomic partial charges in e from the natural (NBO) method, atoms 1 to 2:
1. C -0.6168
2. C -0.4553